[1]
One molecule with the formula CH5N3O at a distorted geometry, computed with ωB97M-V/def2-TZVPD.

```
! wB97M-V def2-TZVPD RIJCOSX def2/J DEFGRID3
* xyz 0 1
H -1.80516 -1.51319 -0.02256
N -1.71252 -0.45193 0.16753
C -0.42309 -0.09242 -0.08034
N -0.22076 1.25869 -0.20351
N 0.70845 -0.84001 -0.53069
O 1.77919 -0.01354 0.19319
H -1.13327 1.61899 -0.07849
H 0.66489 1.67324 -0.56072
H 0.88515 -1.73924 -0.07915
H 1.25713 0.09941 1.19477
*
```

Its HOMO-LUMO gap is 9.5 eV. The energy above the lowest of the compared OMol25 structures with the same formula, charge and spin is 292.6 kJ/mol. For the total energy, the calculation gives -7632.6051 eV. For the LUMO energy, the calculation gives 0.50 eV. The HOMO energy comes out at -9.0 eV.

natural (NBO) population analysis, charges in e, atoms 1 to 5: 0.34 -0.77 0.51 -0.84 -0.33



[2]
An isolated ion of composition C5H11N2O and charge +1 at a distorted geometry, computed with ωB97M-V/def2-TZVPD.

```
! wB97M-V def2-TZVPD RIJCOSX def2/J DEFGRID3
* xyz 1 1
C 0.15103 1.71158 -0.24860
N 0.17303 0.30640 -0.04715
C 0.91792 0.03145 1.29049
O 0.03970 -0.45871 2.21351
C 1.02660 -0.46830 -1.33946
N 0.45762 -1.55019 -1.52346
C -0.81176 -1.72178 -0.87344
C -1.12748 -0.36487 -0.19384
H -0.63704 2.13659 0.42379
H 1.09659 2.31972 -0.06398
H -0.16061 2.03691 -1.31069
H 1.77992 -0.72389 1.23786
H 1.32321 1.06561 1.53829
H -0.40175 0.32735 2.43600
H 1.97503 -0.04396 -1.86762
H -0.69775 -2.45156 0.04492
H -1.62235 -1.94477 -1.58045
H -1.84920 0.09895 -0.87111
H -1.63271 -0.30652 0.73495
*
```

Its HOMO-LUMO gap is 11.7 eV. The energy above the lowest of the compared OMol25 structures with the same formula, charge and spin is 384.3 kJ/mol. For the total energy, the calculation gives -10381.6222 eV. For the LUMO energy, the calculation gives -3.39 eV. The HOMO energy comes out at -15.1 eV.

natural (NBO) population analysis, charges in e, atoms 1 to 5: -0.46 -0.32 0.09 -0.65 0.27



[3]
A 5-piece molecular cluster, C6H11Cl8N overall at a distorted geometry, computed with ωB97M-V/def2-TZVPD.

```
! wB97M-V def2-TZVPD RIJCOSX def2/J DEFGRID3
* xyz 0 1
Cl -6.10111 -0.02355 3.06708
C -5.15045 -0.52525 1.60803
Cl -5.27261 -2.28562 1.56849
H -5.64338 0.08163 0.78701
H -4.08178 -0.39053 1.68514
Cl -1.44553 3.81628 -0.77174
C -2.05129 2.90505 0.58955
Cl -3.70971 3.19319 0.94125
H -1.89561 1.87330 0.32884
H -1.44379 3.21991 1.39884
Cl 2.68642 -2.05509 2.02077
C 4.07024 -1.56496 1.09550
Cl 4.43415 0.14428 1.27788
H 4.95931 -2.08674 1.37601
H 3.86937 -1.62709 0.00811
Cl -1.88547 -0.80867 -0.80441
C -0.17492 -1.09345 -0.23560
Cl 0.57876 0.43647 0.31196
H -0.38060 -1.64711 0.61490
H 0.40679 -1.56941 -1.04049
C 3.17705 0.43908 -2.79007
C 2.78229 -0.86141 -2.32310
N 2.42880 -1.89081 -1.96877
H 4.28941 0.46044 -2.96361
H 2.81750 1.16594 -2.06480
H 2.73616 0.69413 -3.71677
*
```

Its HOMO-LUMO gap is 11.1 eV. For the total energy, the calculation gives -108069.1968 eV. For the LUMO energy, the calculation gives 0.36 eV. The HOMO energy comes out at -10.7 eV.

natural (NBO) population analysis, charges in e, atoms 1 to 5: -0.06 -0.39 -0.02 0.24 0.22



[4]
C23H25FN2O5PPtS2Se as an isolated structure, computed with ωB97M-V/def2-TZVPD.

```
! wB97M-V def2-TZVPD RIJCOSX def2/J DEFGRID3
* xyz -2 2
Pt -2.93253 -0.38327 0.23718
C -7.26757 -4.37290 -1.91300
C -5.98611 -3.97086 -2.61364
O -4.92658 -3.87046 -1.66293
P -4.32721 -2.40742 -1.31009
S -2.97258 -2.71307 0.11978
S -5.72135 -1.06845 -0.92073
O -3.64033 -2.13852 -2.74360
C -2.99445 -0.89589 -3.05427
C -2.86048 -0.81120 -4.55747
H -8.05683 -4.56945 -2.64392
H -7.58754 -3.57098 -1.24802
H -7.10513 -5.27524 -1.32107
H -6.11680 -3.02002 -3.13440
H -5.68293 -4.72145 -3.34807
H -2.01615 -0.87838 -2.57094
H -3.59064 -0.07123 -2.65773
H -2.28913 -1.65901 -4.93717
H -2.33144 0.10471 -4.82598
H -3.84327 -0.80430 -5.03365
C 0.85653 3.07406 5.52880
C 1.25583 3.65046 4.17247
C 2.75117 3.91926 4.05330
C 3.53730 2.61760 4.13513
C 2.97126 1.58797 3.18925
C 3.74129 0.52344 2.76434
C 3.21832 -0.40451 1.87652
F 4.01664 -1.42511 1.50142
C 1.94562 -0.30881 1.37910
C 1.14482 0.75427 1.80586
C -0.24680 0.84796 1.29064
O -0.65293 -0.05449 0.56065
C -0.99636 2.01355 1.71373
C -0.40978 2.86439 2.59105
N 0.84164 2.75606 3.09463
C 1.65663 1.69729 2.70562
C -2.39143 2.44219 1.24335
O -2.80778 3.51797 1.68939
O -3.01219 1.70907 0.41638
H 1.18973 3.72697 6.33883
H 1.29333 2.08528 5.67473
H -0.22721 2.97068 5.58708
H 0.71544 4.58568 4.01499
H 3.05838 4.61233 4.83939
H 2.93973 4.40130 3.09100
H 3.52035 2.23754 5.16189
H 4.58670 2.79493 3.89147
H 4.76361 0.41286 3.10636
H 1.58065 -1.01433 0.64364
H -0.98626 3.72352 2.91373
Se 2.10139 -1.29570 -2.24931
C 3.74562 -1.35038 -3.15517
C 3.89659 -0.95034 -4.49625
C 5.13050 -1.01029 -5.11408
N 6.25954 -1.43400 -4.53369
C 6.12149 -1.81548 -3.25781
C 4.93657 -1.79529 -2.54899
H 3.03245 -0.59305 -5.04239
H 5.22455 -0.69597 -6.15186
H 7.03042 -2.16236 -2.76975
H 4.91569 -2.11917 -1.51572
*
```

Its HOMO-LUMO gap is 5.1 eV. The energy above the lowest of the compared OMol25 structures with the same formula, charge and spin is 67.7 kJ/mol. For the total energy, the calculation gives -139749.6643 eV. For the LUMO energy, the calculation gives 3.71 eV. The HOMO energy comes out at -1.4 eV. As for the expectation value of S²: 0.7539.

natural (NBO) population analysis, charges in e, atoms 1 to 5: 0.47 -0.63 -0.06 -0.83 1.63